# 1
C12H14Cl4N4O4V | ωB97M-V with the def2-TZVPD basis set

The expectation value of S² is 3.76. Its energy above the lowest of the compared OMol25 structures with the same formula, charge and spin is 16.3 kcal/mol. As for the total energy: -3770.51812 a.u. Its charge is 0. Its spin multiplicity is 4. The value obtained for the highest occupied orbital energy (alpha / beta) is -0.251 / -0.272 hartree. The lowest unoccupied orbital energy (alpha / beta) is -0.11 / -0.12 eV.

Last column: Löwdin charge in e.
CARTESIAN COORDINATES (ANGSTROEM)
V1 0.379 -0.630 0.219  0.987
N1 2.177 -1.852 -0.263  0.023
C1 2.989 -0.719 -0.759  -0.310
C2 4.453 -1.027 -1.017  -0.140
C3 5.279 0.030 -1.758  -0.170
C4 5.028 1.506 -1.406  -0.148
N2 4.952 1.795 0.034  0.094
C5 3.845 2.104 0.724  -0.453
N3 2.743 2.561 0.140  0.225
N4 3.847 1.994 2.056  0.126
C6 2.154 -0.080 -1.897  -0.615
O1 2.692 0.335 -2.913  0.049
O2 0.915 0.000 -1.581  -0.133
H1 2.608 -2.318 0.529  0.112
H2 2.045 -2.540 -1.000  0.116
H3 2.951 -0.013 0.066  0.100
H4 4.547 -1.969 -1.564  0.122
H5 4.902 -1.192 -0.031  0.113
H6 5.096 -0.042 -2.828  0.110
H7 6.331 -0.211 -1.579  0.110
H8 4.106 1.835 -1.878  0.095
H9 5.830 2.104 -1.836  0.123
H10 5.771 1.561 0.572  0.153
H11 2.683 2.568 -0.866  0.115
H12 1.840 2.405 0.618  0.123
H13 4.654 1.663 2.552  0.121
H14 2.990 2.158 2.571  -0.179
Cl1 0.115 2.459 6.245  0.655
C7 -0.207 1.438 4.890  -0.714
C8 -1.295 0.580 4.896  -0.712
Cl2 -2.346 0.519 6.264  0.658
C9 -1.543 -0.243 3.787  -0.611
Cl3 -2.904 -1.304 3.749  0.700
C10 -0.698 -0.227 2.688  -0.383
O3 -0.864 -0.959 1.599  -0.226
C11 0.428 0.641 2.685  -0.363
O4 1.188 0.614 1.596  -0.221
C12 0.639 1.465 3.772  -0.522
Cl4 1.962 2.602 3.702  0.870

# 2
C12H14ClN2 | ωB97M-V with the def2-TZVPD basis set

Its energy above the lowest of the compared OMol25 structures with the same formula, charge and spin is 84.3 kcal/mol. As for the total energy: -1034.94150 a.u. Its charge is +1. The value obtained for the highest occupied orbital energy is -0.274 hartree. The lowest unoccupied orbital energy is -6.37 eV.

Last column: Löwdin charge in e.
CARTESIAN COORDINATES (ANGSTROEM)
C1 4.991 0.890 -2.048  0.034
N1 3.610 0.731 -1.518  -0.095
C2 2.601 0.271 -2.293  0.013
C3 1.342 -0.037 -1.756  0.050
C4 1.114 0.057 -0.363  -0.154
C5 2.165 0.556 0.423  0.061
C6 3.421 0.820 -0.203  0.001
C7 -0.223 -0.159 0.188  -0.159
C8 -0.890 0.755 1.016  0.048
C9 -2.142 0.464 1.576  0.007
N2 -2.711 -0.732 1.346  -0.113
C10 -2.141 -1.670 0.538  0.029
C11 -0.853 -1.412 0.055  0.040
C12 -4.002 -0.957 2.041  0.052
H1 5.187 0.876 -3.120  0.111
H2 5.535 0.118 -1.506  0.112
H3 5.399 1.865 -1.780  0.107
H4 2.698 0.285 -3.369  0.145
H5 0.572 -0.179 -2.499  0.134
H6 1.984 0.900 1.431  0.128
H7 4.107 1.400 0.396  0.148
H8 -0.320 1.631 1.289  0.127
H9 -2.682 1.153 2.207  0.149
H10 -2.550 -2.667 0.469  0.145
H11 -0.372 -2.229 -0.462  0.131
H12 -4.708 -0.312 1.516  0.119
H13 -3.786 -0.666 3.069  0.113
H14 -4.225 -2.010 1.869  0.107
Cl1 -13.123 0.257 1.490  -0.591

# 3
C12H14ClNO2 | ωB97M-V with the def2-TZVPD basis set

Its SMILES is Cc1ccc(C(=O)N2CCOCC2)cc1Cl. Its energy above the lowest of the compared OMol25 structures with the same formula, charge and spin is 0.0 kcal/mol. As for the total energy: -1131.10107 a.u. Its charge is 0. The value obtained for the highest occupied orbital energy is -0.337 hartree. The lowest unoccupied orbital energy is 0.66 eV.

Last column: Löwdin charge in e.
CARTESIAN COORDINATES (ANGSTROEM)
C1 -4.259 -0.513 -1.291  -0.075
C2 -2.867 -0.622 -0.756  -0.295
C3 -2.002 -1.623 -1.177  -0.027
C4 -0.716 -1.724 -0.678  -0.010
C5 -0.257 -0.804 0.256  -0.154
C6 1.118 -0.948 0.833  -0.426
O1 1.416 -1.871 1.566  0.079
N1 1.993 0.030 0.493  -0.036
C7 1.708 1.048 -0.502  -0.112
C8 3.016 1.726 -0.925  -0.196
O2 3.996 0.789 -1.283  -0.124
C9 4.303 -0.151 -0.260  -0.163
C10 3.366 -0.052 0.943  -0.118
C11 -1.107 0.199 0.701  -0.057
C12 -2.393 0.279 0.195  -0.601
Cl1 -3.430 1.543 0.768  0.706
H1 -4.981 -0.608 -0.481  0.079
H2 -4.451 -1.288 -2.027  0.077
H3 -4.411 0.462 -1.752  0.077
H4 -2.347 -2.340 -1.906  0.113
H5 -0.063 -2.518 -1.008  0.123
H6 1.240 0.582 -1.377  0.135
H7 1.020 1.802 -0.104  0.124
H8 3.376 2.388 -0.124  0.124
H9 2.846 2.330 -1.819  0.130
H10 5.340 0.006 0.064  0.123
H11 4.225 -1.146 -0.712  0.128
H12 3.454 -0.946 1.563  0.127
H13 3.607 0.826 1.553  0.129
H14 -0.780 0.903 1.451  0.120

# 4
C12H14ClO5 | ωB97M-V with the def2-TZVPD basis set

Its SMILES is C=CCc1c(OCl)oc([O-])c1CCOC(=O)CC. As for the total energy: -1301.82414 a.u. Its charge is -1. The value obtained for the highest occupied orbital energy is -0.078 hartree. The lowest unoccupied orbital energy is 1.22 eV.

Last column: Löwdin charge in e.
CARTESIAN COORDINATES (ANGSTROEM)
C1 3.666 -1.054 0.853  -0.037
C2 2.237 -0.889 0.921  -0.142
C3 1.393 -1.633 -0.144  -0.131
C4 0.566 -0.754 -1.093  -0.045
C5 -0.327 -1.339 -2.217  -0.448
O1 -0.648 -2.549 -2.246  -0.261
Cl1 -2.065 -2.526 -3.794  -0.180
O2 -0.584 -0.298 -3.107  0.015
C6 -0.610 0.913 -2.382  -0.376
O3 -1.253 1.899 -2.593  0.151
C7 0.426 0.611 -1.297  -0.073
C8 1.176 1.730 -0.527  -0.098
C9 0.503 2.134 0.842  -0.150
O4 -0.909 2.471 0.649  -0.034
C10 -1.647 1.576 1.429  -0.442
O5 -1.671 1.625 2.634  0.096
C11 -2.541 0.465 0.747  -0.109
C12 -2.462 -0.908 1.507  -0.092
H1 4.050 -1.997 1.331  0.054
H2 4.334 -0.304 0.369  0.045
H3 1.855 -0.271 1.766  0.094
H4 2.078 -2.274 -0.758  0.129
H5 0.674 -2.361 0.352  0.120
H6 1.102 2.658 -1.174  0.124
H7 2.282 1.550 -0.428  0.116
H8 1.023 3.001 1.320  0.131
H9 0.524 1.231 1.495  0.095
H10 -2.178 0.342 -0.304  0.100
H11 -3.616 0.795 0.772  0.127
H12 -2.477 -0.799 2.618  0.071
H13 -3.351 -1.538 1.233  0.082
H14 -1.552 -1.508 1.224  0.067